{
  "formula": "C18H17ClN2O7S2",
  "method": "the ωB97M-V functional and the def2-TZVPD basis",
  "symbols": ["C", "O", "C", "C", "C", "C", "S", "O", "O", "N", "C", "O", "N", "C", "C", "C", "Cl", "S", "O", "O", "C", "C", "C", "C", "O", "C", "C", "C", "C", "C", "H", "H", "H", "H", "H", "H", "H", "H", "H", "H", "H", "H", "H", "H", "H", "H", "H"],
  "xyz": [[5.91507, 2.73430, 0.42823], [5.47484, 1.76762, -0.50172], [4.15311, 1.53303, -0.62579], [3.15329, 2.21293, 0.07214], [1.82458, 1.87831, -0.12047], [1.49886, 0.87652, -1.01224], [-0.17849, 0.31656, -1.11417], [-1.14269, 1.36195, -1.01875], [-0.31178, -0.62546, -2.18086], [-0.32763, -0.56325, 0.34337], [0.75927, -1.33021, 0.66450], [1.65272, -0.89603, 1.56666], [2.66252, -1.80463, 1.65514], [2.41862, -2.77591, 0.81937], [3.31353, -3.94094, 0.64290], [1.19160, -2.52414, 0.14599], [0.42374, -3.45038, -1.04847], [-1.13041, 0.26387, 1.62079], [-0.53539, 1.54858, 1.80546], [-1.10750, -0.64985, 2.71861], [-2.75859, 0.37650, 0.94245], [-3.36690, -0.78443, 0.51491], [-4.62997, -0.73265, -0.04879], [-5.28041, 0.49502, -0.17648], [-6.50837, 0.66354, -0.71359], [-7.19319, -0.45972, -1.22319], [-4.64872, 1.66100, 0.27470], [-3.38924, 1.60281, 0.82793], [2.47562, 0.19235, -1.71848], [3.79874, 0.52386, -1.53140], [5.60540, 2.47833, 1.44506], [5.54857, 3.73237, 0.17145], [7.00190, 2.72266, 0.36695], [3.39784, 2.98993, 0.77730], [1.03828, 2.36475, 0.43419], [4.18196, -3.83158, 1.28393], [3.62480, -4.01217, -0.39715], [2.78048, -4.85493, 0.89638], [-2.84596, -1.72218, 0.62348], [-5.09168, -1.64556, -0.38845], [-6.63260, -0.93673, -2.03213], [-8.13365, -0.07498, -1.61406], [-7.40091, -1.19265, -0.43802], [-5.17069, 2.59792, 0.16524], [-2.87281, 2.48739, 1.16068], [2.17637, -0.58574, -2.40255], [4.58585, 0.01200, -2.06106]],
  "smiles": "COc1ccc(S(=O)(=O)N(c2onc(C)c2Cl)S(=O)(=O)c2ccc(OC)cc2)cc1",
  "homo_energy_ev": -8.956,
  "charge": 0
}

=====

{
  "formula": "C5H10F6N2O5PS2",
  "method": "the ωB97M-V functional and the def2-TZVPD basis",
  "symbols": ["N", "C", "C", "O", "C", "P", "H", "H", "H", "H", "H", "H", "H", "H", "H", "H", "C", "F", "F", "F", "S", "O", "O", "N", "S", "O", "O", "C", "F", "F", "F"],
  "xyz": [[-2.72990, -2.38561, 0.31974], [-2.23742, -1.88042, -0.97017], [-3.11548, -0.81561, -1.60405], [-4.34368, -1.38509, -2.07202], [-3.35415, 0.40975, -0.72383], [-2.06083, 1.71817, -0.80517], [-1.94528, -2.66400, 0.89474], [-3.18602, -1.64694, 0.83821], [-1.21324, -1.50294, -0.91213], [-2.22629, -2.71430, -1.67296], [-2.58036, -0.47685, -2.49215], [-5.04307, -1.17063, -1.45119], [-4.28933, 0.87694, -1.02851], [-3.45427, 0.15544, 0.32955], [-1.28789, 1.43556, 0.32463], [-1.23920, 1.29898, -1.85726], [4.39311, -0.10913, -1.14474], [4.42713, -0.25246, -2.47186], [4.55435, -1.31106, -0.58853], [5.41690, 0.66361, -0.77928], [2.77439, 0.64284, -0.68216], [1.79521, -0.31591, -1.10619], [2.76661, 1.91857, -1.33498], [3.01285, 0.69715, 0.88432], [1.83588, 1.29950, 1.75274], [0.65643, 0.48193, 1.81552], [1.63815, 2.71174, 1.60909], [2.62027, 1.11093, 3.41049], [3.75245, 1.80975, 3.50008], [2.89268, -0.16635, 3.68475], [1.77000, 1.56644, 4.33332]],
  "homo_energy_ev": -6.296,
  "charge": -1
}

=====

{
  "formula": "C6H10O",
  "method": "the ωB97M-V functional and the def2-TZVPD basis",
  "symbols": ["O", "C", "C", "C", "C", "C", "C", "H", "H", "H", "H", "H", "H", "H", "H", "H", "H"],
  "xyz": [[-1.15425, 1.96622, -0.93102], [-0.61244, 0.98853, -0.44896], [-0.93167, -0.39914, -0.87875], [-0.38436, -1.46140, -0.27646], [0.62862, -1.34185, 0.83043], [0.47039, -0.01996, 1.58288], [0.44465, 1.15596, 0.61389], [-1.65093, -0.51308, -1.68565], [-0.67861, -2.46472, -0.58693], [1.63527, -1.40613, 0.38909], [0.54076, -2.19154, 1.51597], [-0.47814, -0.04345, 2.13468], [1.27318, 0.11107, 2.31428], [0.23150, 2.11098, 1.10048], [1.41430, 1.26123, 0.10286], [-0.59273, 1.37807, -2.72566], [-0.15553, 0.86921, -3.05115]],
  "smiles": "O=C1C=CCCC1.[H][H]",
  "homo_energy_ev": -9.565,
  "charge": 0,
  "e_above_lowest_kj_mol": 94.16
}

=====

{
  "formula": "C3H5MgO3Rh",
  "method": "the ωB97M-V functional and the def2-TZVPD basis",
  "symbols": ["O", "C", "C", "O", "C", "Mg", "H", "H", "H", "H", "Rh", "O", "H"],
  "xyz": [[-0.42809, 2.24327, -0.36030], [-1.53404, 1.56168, -0.11776], [-1.57428, 0.21508, -0.08506], [-0.40159, -0.44806, -0.45369], [0.01001, -1.55048, 0.34926], [1.08085, 1.07534, -0.74605], [-2.45320, 2.11747, 0.11251], [-2.37824, -0.39950, 0.31635], [-0.12558, -2.46219, -0.24898], [-0.52082, -1.56682, 1.31219], [4.42908, 0.32656, -0.45377], [2.72403, 0.40636, -0.18924], [1.17187, -1.51872, 0.56454]],
  "multiplicity": 6,
  "homo_energy_ev": [-8.684, -12.338],
  "charge": 1,
  "e_above_lowest_kj_mol": 0.00
}

=====

{
  "formula": "C8H11NO2",
  "method": "the ωB97M-V functional and the def2-TZVPD basis",
  "symbols": ["C", "C", "C", "C", "C", "C", "C", "C", "N", "O", "O", "H", "H", "H", "H", "H", "H", "H", "H", "H", "H", "H"],
  "xyz": [[4.37169, 0.53982, -0.47813], [-0.67069, -1.17457, -1.29046], [3.23424, 0.53196, 0.19296], [1.94048, 0.46161, -0.43749], [0.96709, -0.07032, 0.31284], [-0.30378, -0.43936, -0.28954], [-3.06651, -0.78143, 1.09156], [-1.95725, 0.16764, 0.86462], [-2.34112, 1.16962, -0.12276], [-1.54216, 2.05460, -0.34184], [-3.37033, 0.97775, -0.72814], [5.32270, 0.66838, -0.11566], [4.33737, 0.33067, -1.56391], [-1.62092, -1.26440, -1.74072], [0.09709, -1.65148, -1.72148], [3.19593, 0.57157, 1.32251], [1.91683, 0.54089, -1.53219], [1.07371, -0.23178, 1.30342], [-3.35672, -1.29036, 0.13799], [-3.83977, -0.13325, 1.42433], [-2.89223, -1.59674, 1.85081], [-1.49564, 0.61918, 1.86126]],
  "homo_energy_ev": -8.632,
  "charge": 0,
  "e_above_lowest_kj_mol": 766.49
}

=====

{
  "formula": "C19H17Cl5N2W",
  "method": "the ωB97M-V functional and the def2-TZVPD basis",
  "symbols": ["C", "C", "H", "H", "H", "H", "H", "H", "C", "C", "C", "C", "H", "H", "H", "H", "N", "C", "C", "N", "C", "C", "C", "H", "H", "C", "H", "H", "W", "C", "H", "H", "H", "Cl", "C", "C", "C", "Cl", "C", "Cl", "C", "Cl", "C", "Cl"],
  "xyz": [[-1.55991, 1.11955, 4.63444], [-1.54214, -0.35603, 4.77705], [-1.29465, 1.60763, 5.58206], [-2.54074, 1.47597, 4.27170], [-0.82958, 1.45217, 3.87406], [-1.32805, -0.87055, 3.83008], [-0.78806, -0.68256, 5.50490], [-2.51305, -0.72070, 5.11674], [-0.83250, 2.57084, -1.45552], [-0.50755, 3.44359, -2.47573], [0.03428, 2.95941, -3.67170], [0.13004, 1.57987, -3.86923], [-1.26708, 2.88452, -0.50796], [-0.65977, 4.50516, -2.29797], [0.36005, 3.66260, -4.43945], [0.58217, 1.10740, -4.74738], [-0.61242, 1.22915, -1.61897], [-0.31479, 0.71197, -2.87835], [-0.38655, -0.73226, -2.91072], [-0.69890, -1.27911, -1.67172], [-1.08697, -2.58361, -1.54675], [-0.43315, -2.94442, -3.83960], [-0.98191, -3.41951, -2.63984], [-1.48434, -2.90158, -0.58211], [-1.30635, -4.45045, -2.51031], [-0.11455, -1.59173, -3.96863], [0.35022, -1.13537, -4.84058], [-0.27220, -3.64010, -4.66216], [-0.42222, -0.07318, -0.08894], [-2.21410, -0.06618, 0.75427], [-2.76774, -0.96831, 0.46868], [-2.79727, 0.79954, 0.42099], [-2.12134, -0.02806, 1.84714], [0.81737, -2.70585, 1.14917], [1.90861, -1.37945, 1.33910], [1.34091, -0.13442, 1.08715], [2.06056, 1.02778, 1.35616], [1.15018, 2.48014, 1.16482], [3.45000, 0.95460, 1.59267], [4.34235, 2.40025, 1.79494], [4.08456, -0.31948, 1.62926], [5.78196, -0.43828, 1.79200], [3.29532, -1.49767, 1.55260], [3.98930, -3.05332, 1.68366]],
  "multiplicity": 3,
  "homo_energy_ev": [-14.639, -14.682],
  "charge": 2
}

=====

{
  "formula": "C25H21Br2IrN5O2S4",
  "method": "the ωB97M-V functional and the def2-TZVPD basis",
  "symbols": ["Ir", "O", "C", "O", "C", "C", "C", "C", "C", "C", "N", "C", "C", "C", "C", "C", "C", "N", "H", "H", "H", "H", "H", "H", "H", "H", "H", "H", "Br", "C", "Br", "H", "H", "S", "S", "S", "S", "C", "C", "N", "C", "C", "C", "C", "C", "C", "C", "C", "N", "C", "N", "H", "H", "H", "H", "H", "H", "H", "H", "H"],
  "xyz": [[-1.39718, 1.50427, -0.74923], [-1.15422, 1.12818, 7.03986], [-1.86791, 0.23838, 6.33622], [-2.56377, -0.56077, 6.88526], [-1.76273, 0.26495, 4.82578], [-2.50041, -0.70411, 4.14926], [-2.47797, -0.77604, 2.77265], [-1.70724, 0.13223, 2.04430], [-0.97984, 1.10785, 2.70547], [-1.00671, 1.16635, 4.09233], [-1.65112, 0.03049, 0.60035], [-1.69482, -1.14466, 0.07842], [-1.50955, -1.29676, -1.35846], [-1.75806, -2.47253, -2.03712], [-1.58927, -2.48611, -3.41533], [-1.15428, -1.33482, -4.04633], [-0.91295, -0.19209, -3.29897], [-1.08533, -0.16476, -1.97551], [-0.65192, 1.73105, 6.48267], [-3.10486, -1.38722, 4.73034], [-3.10810, -1.51009, 2.28944], [-0.36331, 1.80384, 2.15977], [-0.41718, 1.94047, 4.56790], [-1.75965, -2.02914, 0.69923], [-2.08615, -3.35120, -1.49858], [-1.79508, -3.38249, -3.98416], [-0.99899, -1.30705, -5.11561], [-0.54701, 0.71243, -3.75878], [1.69492, 2.29021, -3.42862], [0.30856, 3.56225, -3.69783], [-1.33845, 3.27856, -2.64103], [-0.01929, 3.52146, -4.72892], [0.65680, 4.54903, -3.42119], [-1.93516, 3.37784, 0.53532], [-3.85193, 3.26573, 1.16653], [-4.77440, 1.79022, 0.17618], [-3.60933, 1.28519, -1.41284], [2.49757, 2.86161, 0.61821], [1.24092, 2.80596, 0.06426], [0.64001, 1.63344, -0.22379], [1.29953, 0.49985, 0.02981], [2.56642, 0.46260, 0.59389], [3.16351, 1.67693, 0.90168], [3.22047, -0.81220, 0.95740], [3.35069, -1.94681, 0.26860], [2.87129, -2.33308, -1.07353], [3.07751, -3.64241, -1.48937], [2.59756, -4.00512, -2.73674], [1.97546, -3.13768, -3.53025], [1.85598, -1.90729, -3.04861], [2.24856, -1.44667, -1.86576], [2.94824, 3.82222, 0.82348], [0.70567, 3.70903, -0.19809], [0.81422, -0.42158, -0.24906], [4.14374, 1.69711, 1.36159], [3.67068, -0.79627, 1.94484], [3.90383, -2.73564, 0.76571], [3.59431, -4.35507, -0.86191], [2.71244, -5.01562, -3.11113], [1.37531, -1.19443, -3.71004]],
  "multiplicity": 2,
  "homo_energy_ev": [-13.811, -14.099],
  "charge": 2,
  "e_above_lowest_kj_mol": 0.00
}

=====

{
  "formula": "C16H43O17P3S4SbSi",
  "method": "the ωB97M-V functional and the def2-TZVPD basis",
  "symbols": ["C", "C", "P", "C", "Sb", "P", "O", "P", "C", "C", "Si", "C", "C", "C", "H", "H", "H", "H", "H", "H", "H", "H", "H", "H", "H", "H", "H", "H", "H", "H", "H", "H", "H", "H", "H", "H", "H", "H", "H", "H", "H", "C", "C", "O", "S", "O", "O", "O", "H", "H", "H", "H", "C", "C", "O", "S", "O", "O", "O", "H", "H", "H", "H", "C", "C", "O", "S", "O", "O", "O", "H", "H", "H", "H", "C", "C", "O", "S", "O", "O", "O", "H", "H", "H", "H"],
  "xyz": [[5.27398, -0.53432, 0.67518], [4.39333, -1.54580, -0.17934], [2.87950, -0.61886, -0.85196], [3.64096, 0.82001, -1.78592], [1.62136, 0.11633, 1.19940], [0.49642, 0.68264, 3.42432], [0.97166, -0.36415, 4.48106], [0.33237, 1.90297, -0.03563], [-0.92794, 2.65229, 1.16143], [1.41213, 3.38425, -0.43784], [-0.11182, -1.68900, 0.67301], [-1.80765, -1.40766, 1.49853], [0.49901, -3.43513, 1.19788], [-0.47102, -1.84269, -1.21308], [6.28308, -0.44289, 0.24587], [4.83929, 0.47162, 0.70945], [5.33098, -0.87813, 1.71734], [5.02091, -1.89260, -1.01217], [4.09294, -2.35083, 0.49721], [4.57882, 0.49588, -2.27616], [2.96062, 1.16144, -2.57551], [3.92560, 1.61991, -1.08343], [2.86094, 1.34405, 1.56866], [2.59246, -1.03591, 2.13003], [-0.92720, 0.59126, 3.35869], [0.91002, 1.96670, 3.93041], [-1.66157, 1.91786, 1.50393], [-1.48741, 3.43172, 0.61201], [-0.45164, 3.18086, 2.00628], [2.16951, 3.17963, -1.19718], [1.82271, 3.84078, 0.47892], [0.73272, 4.13718, -0.87514], [-1.80849, -1.63304, 2.57430], [-2.57938, -2.04832, 1.03324], [-2.12231, -0.37373, 1.27949], [1.43997, -3.71915, 0.70788], [-0.26721, -4.14191, 0.81946], [0.51634, -3.55876, 2.28945], [0.43256, -2.04935, -1.78898], [-0.95297, -0.88982, -1.49271], [-1.23050, -2.63969, -1.30348], [-4.84715, 4.66044, -1.49499], [-4.67146, 6.16776, -1.48280], [-3.27119, 6.37199, -1.68267], [-2.68911, 5.19546, -2.62699], [-2.63208, 5.67550, -3.97037], [-1.56828, 4.61037, -1.97339], [-3.94874, 4.19270, -2.50335], [-4.55305, 4.21810, -0.54047], [-5.86611, 4.36449, -1.73332], [-4.98935, 6.61687, -0.54517], [-5.20764, 6.63620, -2.31229], [-0.88002, -0.05385, 7.56991], [0.57654, 0.24525, 7.29102], [0.93850, 1.24156, 8.27087], [0.09858, 0.98770, 9.61982], [0.90735, 0.25224, 10.54057], [-0.54756, 2.20683, 9.98900], [-1.00023, -0.01989, 9.00300], [-1.53011, 0.71884, 7.15260], [-1.18095, -1.02542, 7.18792], [0.73908, 0.61051, 6.27928], [1.19976, -0.63508, 7.45731], [-5.46049, -3.95320, -3.86661], [-3.99483, -3.65875, -4.12963], [-3.64803, -2.65863, -3.17170], [-4.50315, -2.88950, -1.82299], [-3.70501, -3.62013, -0.89462], [-5.15175, -1.66620, -1.48400], [-5.59830, -3.90533, -2.44462], [-6.10354, -3.18359, -4.30053], [-5.76012, -4.92979, -4.24024], [-3.81684, -3.29414, -5.13810], [-3.37359, -4.53866, -3.94549], [4.16317, -1.05233, -4.99734], [4.04016, -1.81772, -6.30135], [3.83771, -3.17571, -5.90730], [3.01013, -3.20805, -4.51577], [1.63150, -3.42028, -4.81744], [3.72506, -4.02697, -3.59442], [3.21391, -1.65792, -4.12066], [5.15795, -1.16914, -4.56017], [3.94151, 0.00582, -5.11563], [4.92932, -1.73177, -6.92151], [3.16542, -1.49230, -6.87030]],
  "homo_energy_ev": -3.613,
  "charge": -1,
  "e_above_lowest_kj_mol": 120.53
}

=====

Number 1 is which compound? C18H17ClN2O7S2